Record 1
Entry from the Open Molecules 2025 dataset: the molecule C20H19N5OS at a distorted geometry (ωB97M-V/def2-TZVPD).

Output
Structure (SMILES): Cc1cc(C)nc(SCc2ccc(C(=O)N/N=C/c3ccccn3)cc2)n1
F_max, eV/A: 1.1
Charge: 0
Energy, eV: -41381.775
Kohn-Sham gap, hartree: 0.327
Energy above the lowest of the compared OMol25 structures with the same formula, charge and spin, kcal per mole: 29.1
LUMO level, eV: 0.31

Positions of all 46 atoms, in Å:
C: 2.942 -2.780 2.080
C: 1.482 -2.483 1.985
N: 0.901 -2.685 0.809
C: -0.391 -2.403 0.716
N: -1.163 -1.940 1.686
C: -0.595 -1.733 2.869
C: 0.755 -1.998 3.069
H: 1.220 -1.832 4.027
C: -1.471 -1.198 3.955
H: -1.170 -0.181 4.203
H: -2.507 -1.192 3.628
H: -1.374 -1.807 4.852
S: -1.098 -2.715 -0.849
C: -2.783 -1.993 -0.646
C: -2.755 -0.554 -1.040
C: -2.355 0.410 -0.120
C: -2.187 1.723 -0.509
C: -2.440 2.098 -1.824
C: -2.905 1.155 -2.730
C: -3.047 -0.165 -2.341
H: -3.371 -0.904 -3.059
H: -3.122 1.453 -3.745
C: -2.139 3.488 -2.271
O: -2.926 4.288 -2.720
N: -0.805 3.799 -2.129
N: 0.065 2.856 -1.765
C: 1.311 3.080 -1.669
C: 2.196 1.991 -1.291
N: 3.486 2.297 -1.157
C: 4.326 1.334 -0.832
C: 3.942 0.016 -0.628
C: 2.598 -0.308 -0.767
C: 1.707 0.694 -1.099
H: 0.653 0.504 -1.221
H: 2.252 -1.321 -0.619
H: 4.674 -0.735 -0.374
H: 5.361 1.636 -0.734
H: 1.775 4.051 -1.864
H: -0.494 4.737 -2.396
H: -1.849 2.460 0.205
H: -2.146 0.114 0.897
H: -3.426 -2.585 -1.294
H: -3.042 -2.134 0.401
H: 3.500 -1.846 2.122
H: 3.158 -3.347 2.983
H: 3.259 -3.343 1.207


Record 2
Entry from the Open Molecules 2025 dataset: a structure of composition C5H9NO at a distorted geometry (ωB97M-V/def2-TZVPD).

Output
F_max, eV/A: 8.6
Charge: 0
Energy, eV: -8861.924
Kohn-Sham gap, hartree: 0.311
Energy above the lowest of the compared OMol25 structures with the same formula, charge and spin, kcal per mole: 168.1
LUMO level, eV: -0.30

Positions of all 16 atoms, in Å:
C: 0.091 1.809 0.006
C: 1.197 -0.270 -0.811
C: 0.621 -1.557 0.080
C: -0.226 -0.388 0.827
C: -1.709 -0.249 0.369
H: -1.143 1.711 -0.254
H: 0.773 2.329 -1.061
H: -0.026 2.116 1.000
H: 2.207 -0.290 -0.835
H: 0.756 -0.402 -1.951
H: 1.420 -2.154 0.742
H: 0.267 -2.262 -0.545
H: -0.152 -0.202 2.022
H: -2.676 -0.514 1.122
N: 0.704 0.590 0.243
O: -2.105 -0.267 -0.955


Record 3
Entry from the Open Molecules 2025 dataset: the molecule C3H6N2 at a distorted geometry (ωB97M-V/def2-TZVPD).

Output
Structure (SMILES): C=C/C=N\N
F_max, eV/A: 7.1
Charge: 0
Energy, eV: -6185.422
Kohn-Sham gap, hartree: 0.323
Energy above the lowest of the compared OMol25 structures with the same formula, charge and spin, kcal per mole: 72.0
LUMO level, eV: 0.24

Positions of all 11 atoms, in Å:
C: 0.948 -0.570 0.447
C: 0.233 -0.868 -0.661
C: -0.775 -0.154 -1.373
H: -0.342 1.760 2.049
H: -0.815 1.038 0.625
H: 1.682 -1.223 0.945
H: 0.481 -1.893 -1.082
H: -1.103 -0.826 -2.156
H: -1.092 0.909 -1.332
N: -0.058 1.431 1.221
N: 0.841 0.397 1.316


Record 4
Entry from the Open Molecules 2025 dataset: a structure of composition C32H30N8ORuS6 at a distorted geometry (ωB97M-V/def2-TZVPD).

Output
2S+1: 2
F_max, eV/A: 3.1
Charge: -1
Energy, eV: -115233.224
Kohn-Sham gap (alpha / beta), hartree: 0.188 / 0.186
Energy above the lowest of the compared OMol25 structures with the same formula, charge and spin, kcal per mole: 74.1
LUMO level (alpha / beta), eV: 1.97 / 1.95

Positions of all 78 atoms, in Å:
Ru: 0.030 -0.310 -0.219
N: 1.641 1.683 -4.153
C: 1.129 1.176 -2.977
S: 1.732 -0.376 -2.514
N: 0.292 1.903 -2.319
N: -0.137 1.525 -1.121
C: -0.896 2.422 -0.435
C: -1.477 3.579 -1.106
C: -2.089 3.439 -2.358
C: -2.675 4.518 -2.988
C: -2.669 5.771 -2.391
C: -2.067 5.926 -1.153
C: -1.481 4.849 -0.517
C: -1.104 2.157 0.939
C: -2.013 2.856 1.772
C: -2.126 2.507 3.089
C: -1.326 1.477 3.602
C: -0.505 0.791 2.724
N: -0.419 1.090 1.447
H: 1.999 0.967 -4.766
H: 1.071 2.392 -4.592
H: -2.123 2.462 -2.815
H: -3.161 4.392 -3.947
H: -3.114 6.621 -2.893
H: -2.060 6.899 -0.680
H: -1.001 4.988 0.440
H: -2.631 3.628 1.339
H: -2.835 3.016 3.728
H: -1.360 1.213 4.646
H: 0.115 -0.032 3.056
C: -3.108 -2.391 -3.441
C: -2.572 -1.614 -2.273
S: -0.863 -1.716 -2.081
C: -3.414 -0.931 -1.447
C: -4.876 -0.814 -1.777
S: -2.900 -0.132 -0.010
H: -2.282 -2.847 -3.975
H: -3.673 -1.758 -4.124
H: -3.770 -3.179 -3.083
H: -5.336 -1.795 -1.894
H: -4.993 -0.276 -2.717
H: -5.387 -0.268 -0.989
O: 1.958 -0.200 0.985
C: 3.083 -0.938 0.825
C: 3.956 -0.720 2.042
C: 5.269 -1.007 2.249
C: 5.703 -0.636 3.539
C: 4.712 -0.064 4.271
S: 3.225 0.035 3.397
C: 3.933 -0.490 -0.346
C: 4.725 -1.207 -1.187
C: 5.423 -0.389 -2.106
C: 5.159 0.929 -1.932
S: 4.058 1.207 -0.635
C: 2.796 -2.426 0.702
C: 2.166 -3.089 -0.304
C: 2.052 -4.479 -0.066
C: 2.590 -4.855 1.120
S: 3.244 -3.510 1.978
H: 5.892 -1.467 1.504
H: 6.708 -0.794 3.892
H: 4.762 0.310 5.275
H: 4.785 -2.283 -1.176
H: 6.085 -0.775 -2.864
H: 5.526 1.764 -2.498
H: 1.815 -2.610 -1.203
H: 1.584 -5.161 -0.756
H: 2.661 -5.832 1.560
N: -3.519 -3.449 4.021
C: -3.032 -2.845 2.894
N: -3.911 -2.227 2.086
N: -1.753 -2.938 2.684
C: -1.096 -2.353 1.747
N: -0.365 -1.911 0.959
H: -4.488 -3.716 4.029
H: -2.874 -4.068 4.482
H: -4.839 -2.048 2.429
H: -3.564 -1.561 1.376


Repeat the third record exactly.
Entry from the Open Molecules 2025 dataset: the molecule C3H6N2 at a distorted geometry (ωB97M-V/def2-TZVPD).

Output
Structure (SMILES): C=C/C=N\N
F_max, eV/A: 7.1
Charge: 0
Energy, eV: -6185.422
Kohn-Sham gap, hartree: 0.323
Energy above the lowest of the compared OMol25 structures with the same formula, charge and spin, kcal per mole: 72.0
LUMO level, eV: 0.24

Positions of all 11 atoms, in Å:
C: 0.948 -0.570 0.447
C: 0.233 -0.868 -0.661
C: -0.775 -0.154 -1.373
H: -0.342 1.760 2.049
H: -0.815 1.038 0.625
H: 1.682 -1.223 0.945
H: 0.481 -1.893 -1.082
H: -1.103 -0.826 -2.156
H: -1.092 0.909 -1.332
N: -0.058 1.431 1.221
N: 0.841 0.397 1.316


Among the records above, which one has the lowest energy? C32H30N8ORuS6